No. 1
Below is 2 unconnected molecules or ions with the total composition C3H8O5P2 at a distorted geometry, with properties calculated with ωB97M-V with the def2-TZVPD basis set.

The geometry in XYZ format:
```
18
Properties=species:S:1:pos:R:3:forces:R:3:lowdin_charge:R:1
C -0.2383 -0.3528 0.4830 -0.93 1.91 -2.31 -0.077
C -0.3136 0.6152 1.6251 2.21 1.94 0.93 -0.411
C 0.4572 0.4755 -1.4687 0.40 -2.67 3.00 -0.354
O -1.5322 2.1556 -1.0706 -0.38 0.27 0.35 -0.575
O 2.4502 -0.3722 -3.1083 0.22 -0.09 -0.05 -0.505
O 0.3264 -1.8476 -3.1496 0.00 0.43 0.84 -0.475
O -1.3854 1.5304 1.5633 0.12 -0.96 -0.30 -0.149
O -1.7206 0.2728 -2.7570 1.54 -2.60 -1.16 -0.388
P -0.8194 1.4962 -2.2599 0.86 2.82 0.99 0.393
P 1.2948 -0.9844 -2.3653 0.10 1.43 -0.65 0.269
H 0.5738 -1.0166 0.4797 0.73 -1.21 0.33 -0.001
H -1.2543 -0.7173 0.2887 0.54 -0.42 -0.20 0.070
H 0.6457 1.2608 1.7609 -0.71 -0.88 -0.81 0.107
H -0.2841 0.1697 2.6322 -0.64 -0.63 -0.13 0.078
H 1.2703 0.9059 -0.8768 -0.08 0.60 -0.57 0.017
H -1.4427 1.6323 0.5760 -0.63 0.92 -0.42 0.007
H -0.8404 -0.2689 -2.9755 -3.08 -0.36 -0.26 0.009
H 1.9099 -1.6631 -1.2930 -0.27 -0.50 0.40 -0.017
```
Positions in Å, forces in eV/Å.

Properties
Total charge   -2
Energy relative to the best compared isomer or geometry (same formula, charge and spin)   3.598 eV
Max |F|   4.04 eV/Å
E_tot   -1178.02388 hartree
E_HOMO   0.5 eV
Orbital gap   5.83 eV

No. 2
Below is 5 unconnected molecules or ions with the total composition C33H83N13O7P4Si at a distorted geometry, with properties calculated with ωB97M-V with the def2-TZVPD basis set.

The geometry in XYZ format:
```
141
Properties=species:S:1:pos:R:3:forces:R:3:lowdin_charge:R:1
O 1.9731 1.0007 2.1874 0.15 -0.06 -0.31 0.087
N 1.5975 -0.0929 2.3114 -0.03 0.03 0.67 -0.043
O 0.3236 -0.2800 1.7066 -0.41 0.13 -0.51 -0.221
C -0.6870 -0.3496 2.7319 0.55 -0.08 0.75 -0.299
Si -0.1635 -1.4683 4.2012 -0.01 -0.46 -0.28 0.726
C -1.6642 -2.4150 4.9129 0.06 0.90 0.43 -0.213
C -1.9108 -2.0067 6.3574 0.81 -0.66 -0.33 -0.452
O -2.9639 -1.5753 6.7351 -0.61 0.49 0.18 0.101
C -0.7306 -2.1357 7.2835 -0.87 0.04 -0.27 -0.217
C -0.5124 -1.1098 8.1892 0.45 -0.35 0.21 -0.030
C 0.5924 -1.1932 9.0199 -0.27 0.45 0.23 -0.072
C 1.4556 -2.2751 8.9679 -0.05 0.21 0.09 -0.070
C 1.2056 -3.2979 8.0744 0.14 -0.48 -0.27 -0.062
C 0.1079 -3.2384 7.2305 0.28 0.32 0.07 -0.041
H -0.8279 0.6641 3.1198 -0.25 0.04 -0.09 0.082
H -1.6152 -0.6793 2.2772 0.07 -0.05 -0.27 0.084
H 0.8166 -2.4612 3.7129 -0.02 -0.01 0.01 -0.024
H 0.4897 -0.6314 5.2243 -0.05 0.05 0.04 -0.009
H -1.4566 -3.4822 4.8789 -0.04 -0.07 -0.19 0.074
H -2.5651 -2.1510 4.3616 -0.08 -0.32 -0.12 0.080
H -1.1774 -0.2623 8.2456 -0.14 0.01 -0.09 0.120
H 0.7469 -0.3886 9.7272 0.20 -0.03 0.06 0.104
H 2.3080 -2.2959 9.6295 0.10 -0.18 -0.02 0.085
H 1.8623 -4.1531 7.9958 0.15 0.01 0.25 0.091
H -0.0636 -4.0444 6.5322 -0.08 -0.03 -0.07 0.112
C -1.8643 5.0235 -2.6018 -0.03 -0.25 -0.12 -0.126
N -1.0638 5.2218 -1.4111 0.07 0.14 -0.47 -0.346
C -1.6021 6.2355 -0.5147 0.48 -0.03 0.41 -0.128
P -0.0501 4.0619 -0.6515 -1.89 -0.76 -5.66 0.710
O -1.0579 3.2856 0.1558 1.79 1.25 2.44 -0.286
N 0.5741 2.7268 -1.5776 0.21 -0.97 0.40 -0.296
C 0.3952 2.5147 -3.0016 0.17 0.62 -0.20 -0.135
C 0.5005 1.4321 -0.8960 -0.31 0.12 0.02 -0.154
N 1.3264 5.0015 -1.0558 0.61 -0.15 2.98 -0.329
C 1.4738 5.9354 -2.1498 -0.64 0.59 -0.02 -0.112
C 2.5623 4.7024 -0.3349 0.04 -0.27 -0.23 -0.128
H -2.0141 5.9878 -3.0966 -0.10 0.02 0.07 0.080
H -2.8473 4.5808 -2.4010 0.00 -0.02 -0.06 0.086
H -1.3563 4.4081 -3.3407 -0.01 -0.12 0.10 0.050
H -0.8696 7.0386 -0.3535 -0.07 0.03 0.04 0.070
H -1.8614 5.8182 0.4637 -0.07 0.01 -0.02 0.069
H -2.5045 6.6889 -0.9213 0.01 -0.10 -0.16 0.079
H -0.6590 2.3545 -3.2599 0.03 0.01 -0.12 0.066
H 0.9484 1.6315 -3.3309 0.04 -0.06 0.23 0.068
H 0.8028 3.3334 -3.5999 -0.22 0.17 0.05 0.073
H -0.4889 0.9680 -0.9992 0.03 -0.10 0.10 0.087
H 0.7169 1.5407 0.1571 -0.17 0.04 0.04 0.025
H 1.2555 0.7511 -1.3010 -0.01 0.11 -0.21 0.083
H 0.9734 5.6059 -3.0596 -0.09 -0.06 0.07 0.067
H 2.5315 6.0477 -2.3949 0.06 -0.17 0.21 0.085
H 1.0890 6.9296 -1.8989 0.02 0.02 -0.09 0.077
H 3.1725 3.9725 -0.8810 0.04 0.04 0.01 0.080
H 2.3440 4.2851 0.6490 -0.01 -0.05 -0.01 0.071
H 3.1567 5.6036 -0.1706 -0.07 0.03 0.00 0.078
C -4.2935 2.5668 -8.0751 0.18 0.09 -0.02 -0.120
N -5.0666 3.1004 -6.9743 -0.19 -0.19 -0.63 -0.341
C -5.5218 2.0855 -6.0290 -0.43 0.36 0.28 -0.119
P -4.9391 4.6837 -6.3295 2.21 -1.47 -5.49 0.709
O -3.7101 4.5086 -5.4727 -2.11 0.79 2.48 -0.289
N -4.3126 5.9542 -7.3389 0.50 0.80 0.48 -0.308
C -3.9802 5.8172 -8.7415 -0.52 -0.14 -0.27 -0.140
C -3.3260 6.8234 -6.6946 0.14 -0.23 0.15 -0.152
N -6.5332 5.0362 -6.8462 -0.40 0.79 2.87 -0.328
C -7.2708 4.4300 -7.9332 -0.03 -0.90 0.06 -0.109
C -7.1745 6.2074 -6.2503 0.18 0.20 -0.22 -0.127
H -4.8595 1.7627 -8.5557 0.03 -0.09 0.12 0.086
H -3.3180 2.1675 -7.7655 0.02 0.00 -0.07 0.071
H -4.1309 3.3046 -8.8573 0.04 0.07 0.13 0.047
H -6.6185 2.0915 -5.9755 0.02 -0.07 0.12 0.071
H -5.1277 2.2528 -5.0220 0.04 -0.02 -0.02 0.071
H -5.2221 1.0807 -6.3231 0.14 0.09 -0.20 0.080
H -3.1548 5.1130 -8.9087 0.02 0.07 -0.08 0.076
H -3.6715 6.7819 -9.1489 0.00 0.06 0.15 0.079
H -4.8427 5.5179 -9.3410 0.01 -0.22 0.06 0.071
H -2.3169 6.3925 -6.7113 0.03 0.07 0.07 0.081
H -3.5970 7.0150 -5.6590 0.07 -0.10 0.03 0.064
H -3.3063 7.7932 -7.1979 -0.05 -0.09 -0.17 0.078
H -6.6465 4.2073 -8.7974 0.10 -0.02 0.08 0.066
H -8.0483 5.1156 -8.2743 0.08 0.17 0.20 0.087
H -7.7643 3.5011 -7.6297 -0.02 0.00 -0.09 0.078
H -7.0130 7.1017 -6.8642 -0.05 0.00 0.00 0.080
H -6.7694 6.4059 -5.2573 0.03 0.02 -0.01 0.073
H -8.2484 6.0552 -6.1277 0.02 -0.08 0.01 0.079
C 6.5523 -3.2325 7.7046 -0.09 -0.15 -0.18 -0.121
N 6.1054 -3.5283 9.0500 0.47 0.05 -0.21 -0.342
C 5.5944 -2.3631 9.7604 -0.05 -0.28 0.53 -0.119
P 5.5053 -5.0343 9.6224 3.19 0.43 -5.14 0.708
O 4.0752 -4.9685 9.1510 -0.55 -0.03 3.24 -0.288
N 5.9522 -6.4827 8.7748 -0.71 -0.77 -0.01 -0.308
C 6.8800 -6.5448 7.6642 0.52 0.19 0.22 -0.138
C 4.8546 -7.4230 8.5366 -0.22 0.21 -0.06 -0.150
N 6.8656 -5.1918 10.6499 -2.10 -0.38 2.16 -0.327
C 8.1767 -4.6013 10.4888 -0.03 0.88 -0.11 -0.109
C 6.7677 -6.1796 11.7240 0.07 -0.25 -0.24 -0.126
H 7.2691 -2.4064 7.7376 -0.11 0.08 0.04 0.084
H 5.7325 -2.9553 7.0287 0.04 -0.01 -0.05 0.088
H 7.0981 -4.0626 7.2626 -0.13 -0.06 0.06 0.047
H 6.1631 -2.1934 10.6844 -0.05 0.06 0.00 0.073
H 4.5420 -2.4832 10.0341 -0.01 0.05 -0.04 0.051
H 5.6697 -1.4608 9.1563 0.07 -0.09 -0.14 0.084
H 6.5165 -5.9977 6.7849 0.05 -0.07 -0.05 0.077
H 7.0318 -7.5825 7.3613 -0.12 -0.05 0.10 0.079
H 7.8727 -6.1799 7.9368 -0.06 0.22 -0.01 0.071
H 4.2637 -7.1579 7.6511 -0.07 -0.07 0.02 0.082
H 4.1857 -7.4621 9.3928 -0.06 0.09 -0.06 0.068
H 5.2563 -8.4307 8.4066 0.17 0.08 -0.08 0.079
H 8.5043 -4.5720 9.4506 -0.12 0.01 -0.04 0.066
H 8.9130 -5.1929 11.0350 -0.21 -0.16 0.09 0.087
H 8.2209 -3.5804 10.8818 0.08 0.00 -0.03 0.078
H 7.1703 -7.1490 11.4070 0.03 0.01 0.04 0.081
H 5.7280 -6.3291 12.0175 -0.02 -0.03 -0.03 0.074
H 7.3032 -5.8523 12.6170 -0.02 0.07 -0.03 0.079
C -1.6151 -0.7356 -7.2896 -0.11 -0.17 -0.12 -0.124
N -1.6848 -0.9761 -5.8649 0.43 0.09 -0.45 -0.338
C -2.0683 0.2003 -5.0941 0.04 -0.25 0.63 -0.114
P -2.0221 -2.4722 -5.0909 1.67 0.30 -5.69 0.703
O -3.5254 -2.5020 -5.1749 0.34 0.08 3.24 -0.289
N -1.7190 -3.9516 -5.9513 -0.60 -0.80 0.19 -0.310
C -1.1055 -4.0407 -7.2597 0.54 0.24 0.07 -0.141
C -2.7805 -4.9551 -5.8482 -0.24 0.20 -0.02 -0.152
N -0.4359 -2.4985 -4.4455 -1.44 -0.37 2.62 -0.325
C 0.7488 -1.8564 -4.9703 -0.12 0.87 -0.14 -0.107
C -0.1917 -3.4193 -3.3363 0.03 -0.26 -0.23 -0.125
H -0.9665 0.1262 -7.4777 -0.11 0.09 0.05 0.084
H -2.5964 -0.5379 -7.7433 0.03 -0.01 -0.06 0.081
H -1.1494 -1.5617 -7.8228 -0.11 -0.07 0.08 0.047
H -1.2921 0.4444 -4.3586 -0.06 0.05 0.02 0.054
H -3.0043 0.0369 -4.5502 -0.03 0.07 -0.04 0.073
H -2.2131 1.0809 -5.7190 0.06 -0.12 -0.19 0.074
H -1.7156 -3.5684 -8.0409 0.05 -0.07 -0.06 0.077
H -0.9722 -5.0874 -7.5402 -0.09 -0.05 0.13 0.078
H -0.1007 -3.6124 -7.2724 -0.07 0.22 -0.01 0.070
H -3.5945 -4.7757 -6.5613 -0.06 -0.07 0.05 0.081
H -3.2031 -4.9695 -4.8466 -0.08 0.09 -0.04 0.067
H -2.3641 -5.9496 -6.0271 0.14 0.08 -0.12 0.078
H 0.7964 -1.8765 -6.0584 -0.13 0.00 0.00 0.066
H 1.6373 -2.3751 -4.6064 -0.17 -0.16 0.15 0.088
H 0.8269 -0.8111 -4.6519 0.07 0.00 -0.05 0.071
H 0.1767 -4.3867 -3.6990 0.04 0.01 0.04 0.080
H -1.1096 -3.5999 -2.7755 -0.02 -0.02 -0.02 0.074
H 0.5332 -3.0099 -2.6301 -0.03 0.07 -0.02 0.079
```
Positions in Å, forces in eV/Å.

Properties
Structure (SMILES)   O=NOC[SiH2]CC(=O)c1ccccc1.CN(C)P(=O)(N(C)C)N(C)C.CN(C)P(=O)(N(C)C)N(C)C.CN(C)P(=O)(N(C)C)N(C)C.CN(C)P(=O)(N(C)C)N(C)C
Max |F|   6.10 eV/Å
E_tot   -4200.22299 hartree
E_HOMO   -7.8 eV
Orbital gap   7.75 eV

No. 3
Below is a single C2H5IN2OS molecule at a distorted geometry, with properties calculated with ωB97M-V with the def2-TZVPD basis set.

The geometry in XYZ format:
```
12
Properties=species:S:1:pos:R:3:forces:R:3:lowdin_charge:R:1
C 0.2595 -1.1110 -0.5217 2.20 0.92 0.82 -0.414
C -0.7680 -1.0889 0.4673 -3.44 0.48 -2.12 -0.605
N 0.4335 0.2315 -1.1334 0.26 0.81 -0.47 -0.217
N 0.8160 0.9581 1.3266 5.00 -1.70 -4.36 -0.157
O -0.3814 2.5921 -0.1323 0.08 0.19 -0.84 -0.474
S 0.7460 1.6739 -0.1075 -0.96 -1.53 0.99 0.804
I -2.7137 -0.4126 -0.0582 1.07 -0.43 0.30 0.800
H 1.1948 -1.3399 0.1266 -1.12 -0.40 -1.68 0.138
H -0.0601 -1.8074 -1.2941 0.81 -0.16 -0.36 0.109
H -0.6187 -1.1408 1.4581 0.46 -0.24 3.23 -0.029
H 0.9531 0.2417 -2.0379 -0.31 0.16 1.29 0.097
H 0.1389 1.2033 1.9065 -4.06 1.90 3.20 -0.053
```
Positions in Å, forces in eV/Å.

Properties
Energy relative to the best compared isomer or geometry (same formula, charge and spin)   0.749 eV
Spin multiplicity   3
Max |F|   6.85 eV/Å
E_tot   -959.64199 hartree
E_HOMO (spin up / spin down)   -8.2 / -9.7 eV
Expectation value of S²   2.02
Orbital gap (spin up / spin down)   8.71 / 7.13 eV

> The lowest E_tot belongs to which entry?

C33H83N13O7P4Si